1.
The following is a DFT calculation (ωB97M-V/def2-TZVPD) of a cluster of 2 separate species, C6H13NO in total.

## Properties
LUMO = 0.7 eV
Kohn-Sham gap = 10.113 eV

The geometry in ORCA input format:
```
! RIJCOSX wB97M-V def2-TZVPD def2/J DEFGRID3
* xyz 0 1
C 2.1795 0.4849 -0.1096
C 1.4779 0.6183 1.0324
C 1.1864 1.9525 1.6954
C 1.0907 -0.7101 1.7366
H 2.5767 -0.5090 -0.3639
H 2.6275 1.3242 -0.7009
H 0.1045 2.2027 1.5721
H 1.7816 2.6821 1.1663
H 1.4392 1.9345 2.7959
H 0.9083 -1.4397 0.9476
H 0.1642 -0.5402 2.3358
H 1.8546 -1.0382 2.4693
C -2.2031 -1.3309 -2.5311
C -2.3418 -0.7509 -1.1178
N -1.1152 -0.2726 -0.5771
O -3.4288 -0.6652 -0.5385
H -1.3024 -2.0145 -2.6304
H -2.0803 -0.5514 -3.2986
H -3.1180 -1.9111 -2.7614
H -0.4594 0.1131 -1.2439
H -1.3421 0.4215 0.1218
*
```

Atom charges from the Mulliken analysis, given in e for atoms 1 to 5: number 1, C, carries -1.08; number 2, C, carries 0.90; number 3, C, carries -1.03; number 4, C, carries -1.19; number 5, H, carries 0.27

---

2.
The following is a DFT calculation (ωB97M-V/def2-TZVPD) of a cluster of 3 separate species, C6H13NO in total.

## Properties
LUMO = -3.4 eV
Kohn-Sham gap = 3.687 eV

The geometry in ORCA input format:
```
! RIJCOSX wB97M-V def2-TZVPD def2/J DEFGRID3
* xyz 0 1
O -3.3613 -0.4811 -0.0484
C -2.2108 -0.0866 -0.0020
C -1.6430 1.0740 0.6126
C -0.2070 1.2859 0.5028
C 0.2949 2.0263 -0.7410
C 1.4550 1.7294 -1.3022
C 1.2324 -1.9293 -0.3944
N 1.9282 -0.8461 0.2950
H -1.4390 -0.6233 -0.6026
H -2.2854 1.7733 1.1397
H -1.9844 -2.6801 1.7759
H 0.2307 0.2718 0.5159
H 0.3003 1.8132 1.3155
H -2.0207 -1.9551 1.6127
H -0.2200 2.9465 -1.0038
H 2.0025 0.8614 -0.9757
H 1.9054 2.4366 -1.9879
H 0.9034 -1.6638 -1.3994
H 1.8380 -2.8274 -0.5261
H 2.7591 -1.2304 0.7489
H 0.5218 -1.8949 0.4647
*
```

Atom charges from the Mulliken analysis, given in e for atoms 1 to 5: number 1, O, carries -0.47; number 2, C, carries -0.33; number 3, C, carries -0.12; number 4, C, carries 0.10; number 5, C, carries -0.22

---

3.
The following is a DFT calculation (ωB97M-V/def2-TZVPD) of the molecule C6H13NO.

## Properties
LUMO = 0.9 eV
Kohn-Sham gap = 10.370 eV

The geometry in ORCA input format:
```
! RIJCOSX wB97M-V def2-TZVPD def2/J DEFGRID3
* xyz 0 1
C -1.7365 -1.9636 -0.5097
C -0.6733 -1.1014 -1.0562
N 0.6144 -0.9461 -0.2376
C 0.4431 0.2061 0.7202
C 0.7933 -0.3312 2.0739
O 1.3387 0.2663 2.9578
C 1.2778 1.3621 0.1900
C 0.6108 2.3595 -0.8236
H -2.4783 -1.4693 0.1100
H -2.2892 -2.4167 -1.3484
H -1.5615 -2.9679 -0.0759
H -0.2760 -1.1461 -2.0844
H -1.0818 -0.0358 -1.2100
H 0.5917 -1.8289 0.2993
H -0.6561 0.4583 0.7339
H 0.2047 -1.2805 2.3998
H 2.2527 0.9966 -0.0971
H 1.4662 2.0464 1.0525
H -0.1287 2.8720 -0.2338
H 1.1270 3.2113 -1.2858
H 0.1609 1.7089 -1.5751
*
```

Atom charges from the Mulliken analysis, given in e for atoms 1 to 5: number 1, C, carries -1.33; number 2, C, carries -0.40; number 3, N, carries -0.51; number 4, C, carries 0.60; number 5, C, carries -0.31

---

4.
The following is a DFT calculation (ωB97M-V/def2-TZVPD) of the molecule C6H13NO.

## Properties
LUMO = 0.9 eV
Kohn-Sham gap = 9.233 eV

The geometry in ORCA input format:
```
! RIJCOSX wB97M-V def2-TZVPD def2/J DEFGRID3
* xyz 0 1
C -2.6813 0.3136 1.5317
C -1.9368 -0.2287 0.2723
N -0.7107 0.4616 -0.1899
C 0.4872 -0.3421 -0.3133
C 0.8595 -0.3823 -1.8113
C 1.5767 0.2889 0.5938
C 2.8722 0.0630 -0.0774
O 3.5930 1.0839 -0.1840
H -2.7779 1.3739 1.2473
H -2.0601 0.2487 2.3808
H -3.4809 -0.3063 1.7734
H -2.5647 -0.3684 -0.6066
H -1.7788 -1.3217 0.4104
H -0.7633 1.3423 -0.5111
H 0.2759 -1.3030 0.0348
H 0.0439 -0.0876 -2.4686
H 1.5751 0.3781 -1.9403
H 1.3788 -1.2928 -2.3451
H 1.4756 1.3069 1.0298
H 1.4943 -0.3221 1.5173
H 3.1224 -0.9060 -0.3439
*
```

Atom charges from the Mulliken analysis, given in e for atoms 1 to 5: number 1, C, carries -1.15; number 2, C, carries -0.54; number 3, N, carries -0.22; number 4, C, carries 0.31; number 5, C, carries -1.44

---

Winner for stability: 1

---

1.
The following is a DFT calculation (ωB97M-V/def2-TZVPD) of a cluster of 2 separate species, CH5NS in total.

## Properties
LUMO (alpha / beta) = -1.6 / -1.6 eV
Kohn-Sham gap (alpha / beta) = 7.542 / 7.531 eV

The geometry in ORCA input format:
```
! RIJCOSX wB97M-V def2-TZVPD def2/J DEFGRID3
* xyz 0 1
C -0.9916 -0.1420 0.1813
N -0.0708 0.9059 -0.0838
S 2.3297 0.2853 -0.3705
H -1.3763 -0.5467 -0.6676
H -0.5275 -0.8011 1.0203
H -1.7567 0.2131 0.8060
H 0.0951 1.0427 -1.0750
H 2.2981 -0.9572 0.1895
*
```

Atom charges from the Mulliken analysis, given in e for atoms 1 to 5: number 1, C, carries -0.61; number 2, N, carries -0.47; number 3, S, carries -0.19; number 4, H, carries 0.32; number 5, H, carries 0.24

---

2.
The following is a DFT calculation (ωB97M-V/def2-TZVPD) of a cluster of 2 separate species, CH5NS in total.

## Properties
LUMO = 1.1 eV
Kohn-Sham gap = 10.856 eV

The geometry in ORCA input format:
```
! RIJCOSX wB97M-V def2-TZVPD def2/J DEFGRID3
* xyz 0 1
C -0.2630 -2.1006 2.7431
N -0.8195 -3.1467 2.3014
H -0.1517 -1.8333 3.7869
H 0.4428 -1.6052 2.0737
H -1.2288 -3.6548 3.0786
S 0.8076 4.0868 -5.2676
H 1.3480 4.7057 -4.2343
H -0.1353 3.5481 -4.4817
*
```

Atom charges from the Mulliken analysis, given in e for atoms 1 to 5: number 1, C, carries -0.23; number 2, N, carries -0.46; number 3, H, carries 0.22; number 4, H, carries 0.22; number 5, H, carries 0.25

---

Winner for stability: 2

---

1.
The following is a DFT calculation (ωB97M-V/def2-TZVPD) of the ion C5H10NO2 with charge -1.

## Properties
LUMO = 4.0 eV
Kohn-Sham gap = 8.100 eV

The geometry in ORCA input format:
```
! RIJCOSX wB97M-V def2-TZVPD def2/J DEFGRID3
* xyz -1 1
C 0.1018 -2.1887 1.6785
C -0.0474 -0.7072 2.0261
N -0.6012 0.1741 0.9591
C 0.3720 0.6269 -0.0452
C 0.4981 2.1764 0.0107
C -0.0708 0.1447 -1.4921
O -0.6502 -0.9796 -1.4458
O 0.2895 0.8736 -2.4224
H 0.9300 -2.6412 2.2274
H 0.2275 -2.3794 0.6207
H -0.8049 -2.7787 1.7198
H -0.8522 -0.7144 2.7624
H 0.7551 -0.1761 2.5494
H -1.1734 -0.4967 0.4288
H 1.3380 0.1946 0.2632
H 0.4182 2.5268 1.0356
H 1.3579 2.5307 -0.5526
H -0.3857 2.4948 -0.5527
*
```

Atom charges from the Mulliken analysis, given in e for atoms 1 to 5: number 1, C, carries -1.09; number 2, C, carries -0.60; number 3, N, carries -0.58; number 4, C, carries 0.35; number 5, C, carries -1.39

---

2.
The following is a DFT calculation (ωB97M-V/def2-TZVPD) of the ion C5H10NO2 with charge -1.

## Properties
LUMO = 3.7 eV
Kohn-Sham gap = 7.046 eV

The geometry in ORCA input format:
```
! RIJCOSX wB97M-V def2-TZVPD def2/J DEFGRID3
* xyz -1 1
C -0.0046 0.7268 3.3423
C -0.6130 1.3259 1.9965
C 0.3275 0.9003 0.8600
N 0.2094 -0.6014 0.5726
C 0.7298 -1.0541 -0.7251
C -0.0633 -0.6229 -2.0797
O 0.3998 0.5108 -2.3661
O -1.0471 -1.2724 -2.4359
H -0.7341 0.2158 3.9447
H 0.8889 0.2012 3.0566
H 0.2254 1.6015 3.9399
H -0.8015 2.4013 1.9614
H -1.5275 0.7505 1.8404
H 1.3679 0.9426 1.1764
H 0.0624 1.2626 -0.1482
H -0.7719 -0.8556 0.5649
H 0.7546 -2.1557 -0.5264
H 1.8246 -0.8686 -0.7129
*
```

Atom charges from the Mulliken analysis, given in e for atoms 1 to 5: number 1, C, carries -0.99; number 2, C, carries -0.30; number 3, C, carries -0.84; number 4, N, carries -0.38; number 5, C, carries -0.82

---

Winner for stability: 1